{"formula": "C66H154O33", "method": "ωB97M-V/def2-TZVPD", "gap_ev": [8.5, 2.4], "homo_energy_ev": [-10.4, -10.4], "charge": 1, "multiplicity": 2, "elements": ["C", "O", "C", "C", "O", "C", "C", "O", "C", "H", "H", "H", "H", "H", "H", "H", "H", "H", "H", "H", "H", "H", "H", "C", "O", "C", "C", "O", "C", "C", "O", "C", "H", "H", "H", "H", "H", "H", "H", "H", "H", "H", "H", "H", "H", "H", "C", "O", "C", "C", "O", "C", "C", "O", "C", "H", "H", "H", "H", "H", "H", "H", "H", "H", "H", "H", "H", "H", "H", "C", "O", "C", "C", "O", "C", "C", "O", "C", "H", "H", "H", "H", "H", "H", "H", "H", "H", "H", "H", "H", "H", "H", "C", "O", "C", "C", "O", "C", "C", "O", "C", "H", "H", "H", "H", "H", "H", "H", "H", "H", "H", "H", "H", "H", "H", "C", "O", "C", "C", "O", "C", "C", "O", "C", "H", "H", "H", "H", "H", "H", "H", "H", "H", "H", "H", "H", "H", "H", "C", "O", "C", "C", "O", "C", "C", "O", "C", "H", "H", "H", "H", "H", "H", "H", "H", "H", "H", "H", "H", "H", "H", "C", "O", "C", "C", "O", "C", "C", "O", "C", "H", "H", "H", "H", "H", "H", "H", "H", "H", "H", "H", "H", "H", "H", "C", "O", "C", "C", "O", "C", "C", "O", "C", "H", "H", "H", "H", "H", "H", "H", "H", "H", "H", "H", "H", "H", "H", "C", "O", "C", "C", "O", "C", "C", "O", "C", "H", "H", "H", "H", "H", "H", "H", "H", "H", "H", "H", "H", "H", "H", "C", "O", "C", "C", "O", "C", "C", "O", "C", "H", "H", "H", "H", "H", "H", "H", "H", "H", "H", "H", "H", "H", "H"], "coordinates": [[1.20908, -5.98444, -5.45422], [2.19530, -5.60291, -6.33028], [1.56041, -5.21666, -7.55212], [2.43362, -4.43469, -8.49522], [2.71791, -3.10806, -8.03243], [3.56828, -2.93166, -6.92146], [5.04361, -2.59716, -7.27585], [5.57804, -3.73112, -7.90802], [5.76085, -4.96692, -7.21743], [0.48501, -5.18407, -5.30181], [1.64291, -6.07900, -4.45876], [0.73077, -6.94995, -5.61885], [0.75078, -4.49780, -7.42628], [1.18661, -6.06279, -8.12868], [1.92541, -4.12269, -9.40763], [3.10588, -5.17867, -8.92260], [3.47548, -3.80701, -6.27861], [3.14846, -2.05264, -6.43241], [5.56340, -2.36723, -6.34577], [5.04442, -1.75516, -7.96805], [6.21225, -4.74497, -6.25043], [6.43037, -5.71595, -7.64027], [4.84009, -5.50409, -6.98994], [0.85410, -1.04574, -3.25260], [0.50975, -2.39095, -3.42244], [-0.64723, -2.88493, -2.75663], [-0.53364, -3.34421, -1.25175], [-0.43196, -2.28777, -0.32742], [-1.56176, -1.46871, -0.11304], [-1.23564, -0.80404, 1.27416], [-2.20537, 0.11045, 1.74141], [-1.95015, 1.43040, 1.54567], [0.00835, -0.35850, -3.27508], [1.61075, -0.81419, -4.00224], [1.57951, -1.07578, -2.43959], [-0.91983, -3.81076, -3.26322], [-1.53181, -2.27892, -2.95253], [0.42206, -3.86725, -1.21741], [-1.17938, -4.21191, -1.11677], [-2.52479, -1.97889, -0.09348], [-1.67122, -0.74426, -0.92007], [-0.19540, -0.47852, 1.28068], [-1.16764, -1.58979, 2.02654], [-1.75049, 1.67025, 0.50130], [-1.16137, 1.79539, 2.20347], [-2.80179, 2.02635, 1.87377], [-4.62172, 4.00441, -6.41166], [-5.78477, 3.29905, -6.03156], [-6.44510, 2.35756, -6.88655], [-5.50753, 1.33089, -7.56771], [-4.45917, 0.82641, -6.69724], [-3.80973, -0.35493, -7.03283], [-2.48472, -0.44180, -6.34529], [-2.38532, -0.90026, -5.01799], [-3.04342, -0.10918, -4.04297], [-3.75572, 3.36648, -6.58828], [-4.52456, 4.78445, -5.65656], [-4.79049, 4.56224, -7.33277], [-7.20629, 2.88491, -7.46152], [-7.14881, 1.79658, -6.27157], [-5.07830, 1.51751, -8.55210], [-6.16803, 0.49824, -7.80965], [-3.68642, -0.51627, -8.10375], [-4.45395, -1.17981, -6.72844], [-1.92312, 0.49218, -6.36526], [-1.84850, -1.06573, -6.97301], [-2.81692, 0.93200, -4.27263], [-2.59071, -0.31245, -3.07249], [-4.12811, -0.20897, -4.00307], [0.27816, 1.30223, 14.18325], [0.58822, 1.81121, 12.93031], [1.97515, 1.69948, 12.39183], [1.82106, 2.26795, 10.91221], [0.90910, 1.44220, 10.13000], [0.80861, 1.85950, 8.71180], [-0.25219, 0.88630, 8.06146], [-0.76554, 1.49555, 6.87777], [-0.54850, 0.90139, 5.66515], [0.41995, 0.22573, 14.08763], [-0.70647, 1.45116, 14.62644], [0.92504, 1.65428, 14.98681], [2.42295, 0.73629, 12.14719], [2.61430, 2.31585, 13.02402], [2.76716, 2.47132, 10.41058], [1.43981, 3.28356, 11.01851], [1.73248, 1.78901, 8.13769], [0.49960, 2.90230, 8.63981], [-0.95419, 0.81300, 8.89207], [0.05044, -0.15212, 7.92654], [0.45444, 0.47956, 5.59976], [-0.55259, 1.65932, 4.88180], [-1.22527, 0.12911, 5.29955], [-7.50000, 3.01963, 5.05574], [-7.91387, 4.36731, 4.87526], [-7.41763, 5.10916, 3.69568], [-7.95243, 4.68092, 2.37189], [-7.21808, 3.43680, 2.04010], [-7.31352, 2.90379, 0.73386], [-6.06204, 3.29748, -0.14434], [-4.95365, 2.44591, -0.05648], [-4.66799, 1.62350, -1.15456], [-7.87198, 2.32536, 4.30227], [-7.88594, 2.57390, 5.97252], [-6.41119, 3.06882, 5.06913], [-6.36224, 4.83679, 3.68661], [-7.44108, 6.18022, 3.89663], [-7.86080, 5.41396, 1.57043], [-8.99114, 4.45718, 2.61507], [-8.17083, 3.33705, 0.21870], [-7.59813, 1.86047, 0.59755], [-5.67092, 4.27771, 0.12822], [-6.50350, 3.21749, -1.13772], [-3.90332, 0.92388, -0.81707], [-4.35805, 2.15703, -2.05311], [-5.53718, 1.08502, -1.53224], [0.38829, 7.74282, 12.33868], [0.69020, 6.91068, 11.29499], [-0.39504, 6.94029, 10.23764], [0.03347, 6.00772, 9.07051], [-1.15141, 5.85675, 8.33638], [-0.92964, 5.23093, 7.02431], [-2.14647, 4.85550, 6.21489], [-1.76297, 4.76894, 4.86974], [-2.68585, 4.21682, 4.01707], [0.10962, 8.76226, 12.07187], [1.19782, 7.68222, 13.06608], [-0.51446, 7.41113, 12.85162], [-0.24989, 7.94015, 9.82862], [-1.39166, 6.98057, 10.67721], [0.41812, 5.05891, 9.44458], [0.88619, 6.41835, 8.52981], [-0.32668, 4.32337, 6.99471], [-0.31512, 5.92339, 6.44901], [-3.05162, 5.41936, 6.44041], [-2.56467, 3.92463, 6.59786], [-3.57557, 4.83539, 3.89940], [-2.73922, 3.15329, 4.24982], [-2.17687, 4.21315, 3.05321], [4.71007, 7.37487, 0.70442], [3.82354, 8.07828, -0.16372], [2.56947, 7.35648, -0.35337], [2.68251, 6.18170, -1.47116], [1.91987, 5.08074, -1.16779], [0.51337, 5.32762, -1.38833], [0.06971, 5.33464, -2.89891], [0.65197, 4.29810, -3.60183], [0.19543, 3.01939, -3.14027], [5.30521, 8.05832, 1.31007], [5.48250, 6.83001, 0.16167], [4.05802, 6.69245, 1.24961], [1.91980, 8.13716, -0.74907], [2.15770, 7.03338, 0.60274], [3.67543, 5.74177, -1.37809], [2.63302, 6.43566, -2.53001], [0.16579, 6.26564, -0.95542], [0.09528, 4.52633, -0.77904], [0.36833, 6.21786, -3.46358], [-1.01864, 5.31038, -2.95378], [0.89246, 2.24341, -3.45667], [-0.79629, 2.74623, -3.50079], [0.23875, 2.89287, -2.05850], [-2.94016, -6.91528, 0.15117], [-1.83976, -6.77979, -0.79088], [-2.42034, -7.17936, -2.05348], [-1.38857, -7.05250, -3.14935], [-0.71306, -8.28847, -3.31426], [0.02053, -8.94727, -2.29321], [0.21377, -10.50038, -2.51686], [-0.98318, -11.25238, -2.45431], [-0.80706, -12.60047, -2.60010], [-3.39246, -7.88393, 0.36388], [-3.72191, -6.23014, -0.17677], [-2.58013, -6.66034, 1.14791], [-3.21492, -6.53029, -2.42149], [-2.79314, -8.20314, -2.02193], [-0.68007, -6.22819, -3.06787], [-1.93010, -6.82025, -4.06636], [-0.51240, -8.85817, -1.34656], [0.96671, -8.41715, -2.40187], [0.87078, -10.83724, -1.71501], [0.77714, -10.68238, -3.43206], [-0.06971, -12.95883, -1.88177], [-0.50182, -12.98434, -3.57353], [-1.74464, -13.03771, -2.25677], [5.87410, -7.98621, -4.31398], [6.40042, -8.91870, -3.39937], [5.53144, -9.81487, -2.72825], [4.08016, -9.59873, -2.63525], [3.55657, -8.39107, -1.98414], [3.46086, -8.44019, -0.61746], [2.61512, -7.35468, 0.02129], [2.97776, -6.00585, -0.47627], [2.32941, -5.74900, -1.67162], [5.05509, -8.32267, -4.94969], [6.68082, -7.51444, -4.87499], [5.33527, -7.28077, -3.68143], [5.97571, -10.17736, -1.80126], [5.66814, -10.67409, -3.38487], [3.51718, -10.42397, -2.19921], [3.75151, -9.58246, -3.67439], [4.41125, -8.49408, -0.08647], [2.95074, -9.38534, -0.43151], [2.85663, -7.34478, 1.08415], [1.59356, -7.71858, -0.08871], [2.39585, -4.66558, -1.77103], [1.24389, -5.80662, -1.59149], [2.92833, -6.25343, -2.42988], [3.37552, -1.83490, 1.21819], [4.14694, -0.95510, 0.47622], [5.22900, -1.59030, -0.22763], [4.89936, -2.72407, -1.35401], [5.75483, -2.62809, -2.44115], [6.94269, -3.42256, -2.40737], [7.85474, -3.18851, -1.14216], [8.24101, -1.84087, -0.80951], [9.32018, -1.25134, -1.63114], [2.95879, -2.44885, 0.41975], [2.58210, -1.36101, 1.79612], [4.01915, -2.33109, 1.94458], [6.08234, -1.81649, 0.41170], [5.77108, -0.84399, -0.80838], [3.92588, -2.54166, -1.80918], [4.81632, -3.74766, -0.98869], [7.59427, -3.07695, -3.20993], [6.61134, -4.43665, -2.63079], [8.71900, -3.84808, -1.06396], [7.31577, -3.62307, -0.30028], [9.15673, -1.47457, -2.68544], [10.28463, -1.69367, -1.38159], [9.30496, -0.16376, -1.56014], [0.31683, 7.45875, 3.24223], [-0.66111, 7.66959, 2.26823], [-1.00316, 9.00534, 1.92132], [-2.32613, 8.88663, 1.04169], [-2.12504, 8.19776, -0.14507], [-3.37748, 7.94183, -0.86006], [-2.94462, 6.94185, -1.91616], [-2.90579, 5.49570, -1.61147], [-2.38026, 5.16521, -0.36109], [1.17611, 7.92899, 2.76410], [0.51857, 6.44088, 3.57591], [0.18462, 8.00229, 4.17774], [-0.21578, 9.46362, 1.32289], [-1.30189, 9.53827, 2.82401], [-2.73354, 9.89057, 0.92247], [-3.05313, 8.24948, 1.54528], [-4.02717, 8.71040, -1.27875], [-4.10959, 7.50899, -0.17832], [-1.97821, 7.38985, -2.14734], [-3.55343, 7.16269, -2.79291], [-1.69746, 5.90307, 0.06015], [-1.90062, 4.18761, -0.40948], [-3.27122, 5.10582, 0.26402]], "atomic_forces_ev_per_a": [[-0.22, -0.18, 2.33], [-0.18, 0.32, -1.69], [-0.16, 1.05, -0.93], [-0.32, 0.36, -0.66], [0.89, -0.88, -0.46], [0.32, 0.71, 0.25], [-1.85, -1.77, 0.60], [1.22, -1.02, -1.67], [-0.28, 0.87, 1.57], [-0.55, 0.05, -0.39], [0.42, -0.16, 0.08], [-0.19, 0.00, -0.61], [-0.56, -0.32, 0.97], [-0.14, -0.40, 0.27], [-0.92, -0.69, 0.07], [1.80, 0.80, 0.47], [0.33, 0.22, 0.23], [0.01, 0.07, 0.44], [0.23, 0.20, 0.15], [0.34, -0.20, -0.08], [0.08, 0.04, 0.40], [0.08, 0.73, -1.02], [-0.40, 0.17, -0.19], [0.82, -0.20, -0.76], [-1.48, -1.01, 1.43], [-0.48, -0.07, -2.04], [2.47, 0.52, 0.61], [-0.51, -1.53, -1.58], [-0.22, 0.95, 1.39], [-0.41, -0.49, 0.19], [-0.06, -2.52, -0.20], [0.18, 2.24, 0.14], [0.14, -0.09, 0.52], [-0.42, 0.03, -0.75], [-0.41, 0.47, 1.27], [0.58, -0.30, -0.07], [0.22, 0.84, 0.40], [0.35, 0.35, 0.17], [-1.28, 0.62, 0.30], [0.14, -0.56, 0.19], [0.37, 0.39, -0.12], [-0.02, 0.89, -0.41], [-0.49, -0.38, -0.13], [0.19, 0.17, -0.17], [0.63, -0.07, -0.19], [-0.37, -0.29, -0.30], [-0.93, 0.30, -0.88], [-0.58, -0.76, 0.53], [1.12, 0.35, 0.90], [-0.20, -1.42, -0.26], [-0.94, 2.10, 0.29], [-1.04, -0.51, 0.11], [1.50, 0.40, -0.52], [-0.57, -1.17, 0.62], [0.50, 0.82, -0.54], [0.12, -0.04, 0.47], [0.55, -0.39, 0.19], [-0.07, 0.03, -0.39], [0.69, 0.08, -1.31], [0.56, -0.22, 0.74], [0.25, 0.98, 0.08], [-0.29, -0.35, 0.09], [0.25, 0.45, -0.31], [0.01, -0.51, 0.20], [-0.47, 0.68, -0.26], [-0.04, -0.61, 0.34], [-0.19, 0.34, 0.13], [-0.13, -0.26, 0.08], [-0.01, -0.28, -0.10], [1.37, -1.65, 0.85], [0.91, 0.71, -1.57], [-2.16, 0.99, -1.75], [-0.86, 0.57, 0.94], [1.26, 0.96, -1.02], [-0.27, -1.54, 0.70], [0.47, 1.24, 1.10], [-0.80, 0.36, 1.57], [1.24, -0.39, -1.54], [-0.10, -0.38, 0.60], [-0.43, 0.55, -1.18], [0.56, 0.17, -0.02], [-0.55, -0.75, 1.17], [0.23, -0.03, -0.25], [0.41, -0.84, -0.03], [-0.67, 0.10, -0.04], [0.54, -0.15, 0.43], [-0.47, -0.08, 0.09], [-0.91, 0.16, -0.50], [0.64, 0.16, -0.40], [0.29, -0.26, 0.11], [-0.18, 0.37, 0.11], [-0.56, -0.22, 0.63], [0.39, 0.30, -0.63], [-1.23, 1.16, -0.89], [1.78, -1.48, 1.78], [-0.08, -1.82, 0.11], [-0.52, 0.12, 0.41], [0.44, 1.90, -0.92], [-1.39, -1.00, 0.25], [0.57, -0.54, 0.51], [-0.43, -0.01, -0.23], [0.24, 0.25, -0.52], [0.03, 0.82, 0.38], [0.21, -0.71, 0.02], [0.47, 0.27, -0.21], [-0.66, -0.17, 0.15], [0.07, 0.08, 0.07], [-0.38, -0.20, -0.77], [-0.14, 0.66, -0.10], [0.70, -0.51, 0.98], [-0.56, 0.28, -0.22], [0.43, 0.61, -0.51], [0.00, -0.04, -0.17], [0.55, 0.51, 0.08], [-0.33, -0.44, 0.41], [-0.87, 0.16, 1.30], [-1.33, -1.14, -2.56], [3.42, 1.42, 0.55], [-0.89, -0.17, 1.73], [-0.22, -1.42, -2.20], [0.81, 0.94, 0.18], [-1.34, -0.42, 1.28], [1.07, 1.25, 1.20], [0.86, -0.52, -1.20], [0.63, 0.42, -0.36], [0.07, 0.36, -0.14], [-0.26, -0.38, 0.33], [-0.37, 0.33, -0.16], [-0.03, -1.16, -0.10], [-0.26, -0.34, 0.25], [-0.22, 0.54, -0.34], [0.20, -0.23, 1.03], [-0.15, 0.40, -0.24], [0.17, 1.38, -0.58], [0.60, -0.97, -0.21], [-0.48, -0.50, 0.33], [-1.22, -0.15, 0.21], [-0.13, 0.21, -0.33], [-0.22, -0.06, -0.60], [-0.73, -0.74, 0.00], [0.93, 0.76, -2.28], [2.12, 0.49, 1.76], [-2.40, -0.12, -0.30], [0.46, -0.35, -0.34], [0.26, 0.44, 1.15], [-0.08, -2.37, -0.20], [0.84, -0.07, -0.11], [-0.60, 0.24, 0.32], [-0.22, -0.41, -0.33], [0.70, -0.15, 0.68], [-0.20, -0.02, 0.09], [0.10, -0.51, -0.05], [0.51, 0.54, 0.09], [-0.50, 0.79, 0.07], [0.24, 0.21, 0.21], [-0.47, 0.13, -0.50], [0.21, 0.32, 0.48], [-0.20, -0.15, 0.22], [0.17, 0.21, -0.59], [-0.26, 0.30, -0.09], [-0.25, 0.49, 0.21], [0.71, 0.99, 0.84], [-2.21, -1.04, -0.05], [1.32, 1.03, -0.41], [0.31, -1.61, 0.41], [-0.72, -0.63, -1.99], [-0.54, -0.46, -0.50], [-0.08, 1.17, -0.17], [0.09, 2.50, -0.44], [-0.06, -1.52, 1.11], [0.33, -0.57, -1.05], [-0.18, 0.03, 0.26], [0.19, 0.57, -0.16], [-0.59, 0.33, 0.88], [0.04, -0.06, 0.05], [0.19, 0.30, 0.70], [0.12, -0.57, -0.33], [0.37, 0.34, 0.32], [0.61, -0.59, 1.18], [0.22, 0.06, 0.38], [-0.20, -0.02, -0.44], [0.40, -0.16, 0.16], [-0.18, 0.36, -0.37], [-0.05, -0.28, -0.48], [-1.20, 0.52, 1.21], [0.60, 0.45, 0.41], [1.67, -1.56, -0.51], [-1.96, 1.50, -0.22], [0.98, 0.19, -2.34], [0.17, -1.17, 1.31], [1.28, 0.65, -0.46], [-1.09, -2.23, 2.07], [0.58, 1.74, -0.12], [0.40, -0.69, -0.56], [-0.10, -0.23, 0.12], [0.17, 0.90, -0.21], [0.32, 0.78, 0.25], [-0.79, -0.84, 0.17], [0.53, -0.47, 0.23], [-0.55, 0.59, 0.06], [0.49, 0.09, -0.31], [-0.18, -0.37, 0.82], [-0.08, 0.03, -0.03], [-0.53, 1.19, -0.28], [0.65, 0.36, -0.55], [-0.22, -1.34, -0.39], [-1.11, -0.04, -0.71], [0.19, -0.62, -0.35], [1.29, 1.12, -1.08], [0.23, -0.11, -1.22], [-0.63, 0.91, 1.41], [1.28, 0.34, -0.42], [1.06, 1.40, 0.39], [-0.57, -0.62, 0.63], [0.28, 0.02, -1.16], [-1.17, -1.22, -0.08], [-0.57, -1.12, 0.82], [0.06, 0.48, -0.34], [-0.16, -0.70, -0.04], [-0.49, -0.94, 0.72], [-0.77, 0.52, -0.30], [-0.39, 0.44, 0.34], [0.34, -0.18, 0.40], [-0.55, -0.01, -0.57], [0.63, -0.42, 0.58], [0.41, -0.04, -1.05], [-0.41, 0.76, 0.46], [-0.17, -0.07, -0.12], [0.03, 0.19, 0.36], [-0.06, -0.23, 0.54], [1.28, 1.72, -0.12], [-1.51, -1.10, -0.19], [-1.78, -1.65, -0.84], [0.92, -0.17, 1.70], [-0.95, 0.96, -1.73], [0.51, -2.03, 1.23], [-0.17, 0.07, -0.10], [-0.08, 2.49, -1.90], [-0.82, 0.11, 0.97], [1.02, -0.41, 0.55], [-0.50, -0.25, -0.89], [-0.59, 0.35, 0.12], [0.17, 0.32, 0.23], [0.33, 0.46, -0.02], [-0.07, 0.18, -0.28], [-0.13, 0.40, 0.99], [1.12, 1.09, -0.26], [0.14, -0.50, 0.58], [0.60, -0.82, -0.34], [-0.18, -1.01, -0.12], [-0.02, -0.05, -0.10], [-0.14, -0.01, -0.09], [0.28, -0.29, 0.82]], "mulliken_spin": [0.001, 0.000, 0.000, 0.000, 0.000, 0.000, 0.000, 0.000, 0.000, -0.001, 0.000, 0.000, 0.000, 0.000, 0.000, 0.000, 0.000, 0.000, 0.000, 0.000, 0.000, 0.000, 0.000, 0.006, 0.430, 0.072, 0.130, 0.221, -0.003, 0.008, 0.006, -0.002, -0.010, 0.028, 0.085, -0.016, 0.025, 0.007, -0.015, 0.003, 0.010, -0.002, 0.003, 0.002, 0.000, 0.000, 0.000, 0.000, 0.000, 0.000, 0.000, 0.000, 0.000, 0.004, 0.001, 0.000, 0.000, 0.000, 0.000, 0.000, 0.000, 0.000, 0.000, 0.000, 0.000, 0.000, 0.000, -0.001, 0.000, 0.000, 0.000, 0.000, 0.000, 0.000, 0.000, 0.000, 0.000, 0.000, 0.000, 0.000, 0.000, 0.000, 0.000, 0.000, 0.000, 0.000, 0.000, 0.000, 0.000, 0.000, 0.000, 0.000, 0.000, 0.000, 0.000, 0.000, 0.000, 0.000, 0.000, 0.000, 0.001, 0.000, 0.000, 0.000, 0.000, 0.000, 0.000, 0.000, 0.000, 0.000, 0.000, 0.000, 0.000, 0.000, 0.000, 0.000, 0.000, 0.000, 0.000, 0.000, 0.000, 0.000, 0.000, 0.000, 0.000, 0.000, 0.000, 0.000, 0.000, 0.000, 0.000, 0.000, 0.000, 0.000, 0.000, 0.000, 0.000, 0.000, 0.000, 0.000, 0.000, 0.000, 0.000, 0.000, 0.000, 0.000, 0.000, 0.000, 0.000, 0.000, 0.000, 0.000, 0.000, 0.000, 0.000, 0.000, 0.000, 0.000, 0.000, 0.000, 0.000, 0.000, 0.001, 0.001, -0.002, 0.001, 0.001, 0.000, 0.000, 0.000, 0.000, 0.000, 0.000, 0.000, 0.000, 0.001, 0.000, 0.000, -0.002, 0.000, 0.000, 0.000, 0.000, 0.000, 0.000, 0.000, 0.000, 0.000, 0.000, 0.000, -0.001, 0.001, -0.001, 0.000, 0.000, 0.000, 0.000, 0.000, 0.000, 0.000, 0.000, 0.000, 0.000, 0.000, -0.003, 0.005, 0.001, 0.001, 0.001, 0.000, 0.002, 0.000, 0.000, 0.000, 0.000, 0.000, -0.001, 0.000, 0.000, 0.000, 0.000, -0.002, 0.000, 0.000, 0.000, 0.000, 0.000, 0.000, 0.000, 0.000, 0.000, 0.000, 0.000, 0.000, 0.000, 0.000, 0.000, 0.000, 0.000, 0.000, 0.000, 0.000, 0.000, 0.000, 0.000, 0.000, 0.000, 0.000, 0.000, 0.000, 0.000, 0.000, 0.000]}